[1]
{
  "formula": "C12H40N3O6",
  "method": "ωB97M-V/def2-TZVPD",
  "species": ["O", "H", "H", "H", "O", "H", "H", "H", "O", "H", "C", "C", "C", "O", "C", "N", "H", "H", "H", "H", "H", "H", "H", "H", "H", "H", "H", "C", "C", "C", "O", "C", "N", "H", "H", "H", "H", "H", "H", "H", "H", "H", "H", "H", "C", "C", "C", "O", "C", "N", "H", "H", "H", "H", "H", "H", "H", "H", "H", "H", "H"],
  "xyz": [[0.64200, 0.46415, -2.43917], [1.16534, -0.16163, -2.94527], [1.12550, 1.29345, -2.44757], [0.55780, 0.12299, -1.54580], [3.30091, 0.84789, -0.57266], [3.77710, 0.14914, -1.02718], [3.02151, 1.55950, -1.15331], [2.48437, 0.44602, -0.26711], [1.17037, -0.43164, -0.08278], [1.69359, -1.22464, 0.14509], [0.59627, 1.88163, 2.43200], [2.12530, 1.87001, 2.37390], [2.72257, 2.53206, 3.63309], [2.39253, 3.93372, 3.75519], [3.21036, 4.52448, 4.73296], [2.50800, 0.47183, 2.30650], [0.25251, 1.16657, 3.17941], [0.02813, 1.67798, 1.52434], [0.21151, 2.87767, 2.65103], [2.45215, 2.44976, 1.51067], [3.79562, 2.34594, 3.58803], [2.35922, 2.08490, 4.55836], [4.26964, 4.48570, 4.47892], [3.07764, 4.08793, 5.72287], [2.95954, 5.57409, 4.88621], [2.12354, 0.07298, 1.46198], [2.01344, 0.00821, 3.05521], [-3.65760, -1.12202, 0.78403], [-2.41849, -0.58074, 0.22893], [-2.60379, 0.96441, -0.13184], [-1.60686, 1.53773, -1.05741], [-1.71284, 2.94294, -1.38486], [-1.28744, -0.56509, 1.17401], [-4.54923, -0.84092, 0.22360], [-3.77838, -0.84607, 1.83159], [-3.74479, -2.20802, 0.81741], [-2.12131, -1.17832, -0.63288], [-2.48177, 1.51916, 0.79846], [-3.62504, 1.22112, -0.41337], [-1.91781, 3.46942, -0.45271], [-2.58036, 3.16396, -2.00668], [-0.73728, 3.28900, -1.72636], [-0.40349, -0.43231, 0.70380], [-1.06442, -1.41781, 1.66718], [-0.78818, -4.01559, -0.85475], [0.01627, -3.72829, -2.16260], [-0.86741, -2.81203, -3.06903], [-1.93613, -3.56322, -3.67791], [-2.86674, -2.83071, -4.33737], [1.31090, -3.00833, -1.82176], [-0.68462, -3.14503, -0.20705], [-0.24593, -4.83529, -0.38342], [-1.80029, -4.32905, -1.11064], [0.19819, -4.74582, -2.50845], [-0.35152, -2.39214, -3.93254], [-1.24881, -1.91874, -2.57440], [-3.55809, -3.51171, -4.83371], [-2.40791, -2.13949, -5.04432], [-3.30686, -2.14879, -3.60978], [1.04327, -2.28737, -1.16702], [1.74828, -2.61556, -2.64306]],
  "gap_ev": 6.11,
  "total_charge": 1,
  "lumo_energy_ev": -5.19
}

[2]
{
  "formula": "C5H12N2O",
  "method": "ωB97M-V/def2-TZVPD",
  "species": ["C", "C", "C", "C", "C", "N", "N", "H", "H", "H", "H", "H", "H", "H", "H", "H", "H", "H", "H", "O"],
  "xyz": [[-0.52918, -0.37266, -1.34095], [0.13787, 0.98256, -1.06608], [0.56271, 1.15614, 0.38616], [1.35714, 2.23477, 0.66799], [0.09687, 0.64103, 2.59996], [-0.17343, 0.46862, 1.33675], [0.28777, -1.50360, -0.87801], [-0.74814, -0.51035, -2.39673], [-1.43338, -0.43725, -0.74996], [1.00287, 1.11220, -1.71654], [-0.55508, 1.82015, -1.27202], [1.89895, 2.83107, -0.05929], [1.51798, 2.49779, 1.70672], [0.92861, 1.14964, 3.09369], [-0.54484, 0.15677, 3.35166], [0.20558, -1.72113, 0.10441], [1.27683, -1.29519, -0.97327], [-1.86165, -2.74087, -1.63291], [-1.31375, -3.42298, -0.38333], [-2.11373, -3.04671, -0.77823]],
  "multiplicity": 2,
  "s2": 0.76,
  "gap_ev": [4.25, 7.05],
  "total_charge": -1,
  "lumo_energy_ev": [3.92, 3.91]
}